(1)
{
  "formula": "C6H13N3O",
  "method": "wB97M-V/def2-TZVPD",
  "symbols": ["C", "C", "N", "C", "N", "H", "H", "H", "H", "H", "H", "C", "C", "N", "C", "O", "H", "H", "H", "H", "H", "H", "H"],
  "xyz": [[1.239, -0.451, 2.262], [-0.879, 0.826, 2.325], [-0.208, -0.444, 2.069], [-0.702, -1.235, 1.138], [-1.157, -1.995, 0.394], [1.454, -0.133, 3.283], [-0.726, 1.096, 3.371], [1.731, 0.228, 1.561], [1.618, -1.461, 2.117], [-1.946, 0.716, 2.140], [-0.477, 1.615, 1.683], [0.833, -1.274, -2.199], [-1.308, 1.360, -1.397], [0.306, 0.059, -2.508], [0.001, 0.992, -1.175], [0.954, 1.229, -0.475], [0.948, 0.593, -3.089], [1.723, -1.163, -1.574], [0.088, -1.827, -1.630], [1.085, -1.815, -3.112], [-0.801, 0.298, -2.757], [-1.715, 2.165, -0.802], [-2.061, 0.620, -1.626]],
  "homo_ev": -7.98,
  "lumo_ev": 0.758,
  "e_tot_ha": -475.8170,
  "smiles": "C=C([O-])[NH2+]C.CN(C)C#N",
  "de_lowest_ev": 4.075
}



(2)
{
  "formula": "C6H13N3O",
  "method": "wB97M-V/def2-TZVPD",
  "symbols": ["C", "N", "C", "C", "C", "C", "N", "C", "N", "H", "H", "H", "H", "H", "H", "H", "H", "H", "H", "H", "O", "H", "H"],
  "xyz": [[-1.737, 1.498, -0.638], [-1.910, 0.543, 0.441], [-2.104, -0.862, 0.144], [-0.885, -0.393, 0.853], [0.523, -0.545, 0.246], [1.073, -1.901, 0.723], [0.659, -0.488, -1.203], [1.407, 0.527, 0.819], [1.744, 1.355, 1.607], [-1.524, 1.042, -1.619], [-2.662, 2.081, -0.743], [-0.924, 2.194, -0.391], [-2.893, -1.383, 0.693], [-1.988, -1.174, -0.899], [-0.854, -0.522, 1.940], [0.465, -2.699, 0.273], [2.112, -2.027, 0.396], [1.022, -1.992, 1.815], [0.107, -1.214, -1.657], [0.382, 0.403, -1.596], [2.955, 1.753, -0.534], [2.779, 2.216, 0.513], [2.253, 1.585, -1.182]],
  "homo_ev": -9.29,
  "lumo_ev": 0.596,
  "e_tot_ha": -475.7962,
  "smiles": "CN1C[C@H]1[C@@](C)(N)C#N.O",
  "de_lowest_ev": 4.641
}



(3)
{
  "formula": "C6H13N3O3",
  "method": "wB97M-V/def2-TZVPD",
  "symbols": ["C", "C", "C", "C", "C", "C", "H", "H", "H", "H", "H", "H", "H", "H", "H", "H", "H", "H", "H", "N", "N", "N", "O", "O", "O"],
  "xyz": [[2.308, 2.346, -0.382], [3.002, 0.103, 0.222], [2.872, -1.385, -0.060], [-1.685, -0.530, 0.251], [-3.170, -0.770, 0.264], [-4.425, 1.014, 0.441], [3.364, 2.593, -0.168], [1.992, 2.769, -1.360], [1.689, 2.776, 0.422], [1.484, 0.501, -1.065], [3.260, -1.894, 0.849], [3.537, -1.620, -0.908], [0.916, -1.763, 0.369], [1.540, -2.841, -0.665], [-1.327, -0.745, 1.268], [-1.164, -1.181, -0.452], [-1.455, 0.508, -0.004], [-3.449, -1.795, 0.512], [-4.951, 1.812, 0.965], [2.129, 0.907, -0.407], [1.517, -1.841, -0.445], [-4.341, 0.854, -0.821], [3.924, 0.515, 0.907], [-3.823, 0.096, 1.226], [-3.746, -0.428, -0.959]],
  "homo_ev": -9.35,
  "lumo_ev": 0.602,
  "e_tot_ha": -626.3531,
  "smiles": "C[C@H]1OC=NO1.CNC(=O)CN",
  "de_lowest_ev": 1.975
}



(4)
{
  "formula": "C6H13N3OS",
  "method": "wB97M-V/def2-TZVPD",
  "symbols": ["C", "C", "C", "C", "C", "C", "N", "N", "N", "O", "S", "H", "H", "H", "H", "H", "H", "H", "H", "H", "H", "H", "H", "H"],
  "xyz": [[0.016, 1.770, 1.668], [0.339, 1.684, 0.041], [-0.038, -2.838, 0.877], [-1.364, -0.702, -1.278], [0.545, -2.224, -0.393], [0.079, -0.817, -0.666], [1.500, 2.459, -0.397], [0.703, 0.279, -0.257], [-0.931, 2.312, -0.406], [0.056, 0.716, 2.253], [-0.030, 3.359, 2.272], [0.573, -2.378, 1.737], [0.217, -3.811, 0.972], [-1.143, -2.831, 0.920], [-1.117, -0.306, -2.287], [-1.920, -1.676, -1.391], [-1.851, 0.003, -0.677], [0.317, -2.934, -1.299], [1.633, -2.075, -0.361], [2.263, 2.286, 0.332], [1.187, 3.409, -0.250], [1.475, -0.030, 0.386], [-1.655, 1.556, -0.465], [-0.856, 2.790, -1.331]],
  "homo_ev": -6.86,
  "lumo_ev": -0.739,
  "e_tot_ha": -874.0101,
  "de_lowest_ev": 2.552
}



(5)
{
  "formula": "C6H13N4O2",
  "method": "wB97M-V/def2-TZVPD",
  "symbols": ["C", "C", "C", "C", "C", "C", "N", "N", "N", "N", "O", "O", "H", "H", "H", "H", "H", "H", "H", "H", "H", "H", "H", "H", "H"],
  "xyz": [[-0.161, -1.127, -1.063], [0.678, -0.833, 1.385], [2.285, -0.644, 1.551], [0.175, -0.229, 0.159], [-1.212, 1.435, -0.995], [-2.090, 0.178, 0.767], [1.864, 0.564, -0.243], [2.749, 0.379, 0.646], [0.119, -0.700, -2.310], [-0.837, 0.879, 0.314], [-0.698, -2.180, -0.863], [1.830, 1.301, -1.204], [0.533, -1.813, 1.573], [0.315, -0.384, 2.212], [2.406, -0.342, 2.655], [2.635, -1.627, 1.175], [-0.215, 1.796, -1.452], [-1.676, 0.777, -1.703], [-1.672, 2.381, -0.769], [-2.162, -0.837, 0.298], [-2.111, 0.171, 1.957], [-3.057, 0.721, 0.342], [0.658, 0.117, -2.554], [0.290, -1.407, -3.008], [-0.648, 1.423, 1.129]],
  "homo_ev": -13.92,
  "lumo_ev": -3.696,
  "charge": 1,
  "e_tot_ha": -605.5005,
  "de_lowest_ev": 6.357
}



(6)
{
  "formula": "C6H13NNaO4S",
  "method": "wB97M-V/def2-TZVPD",
  "symbols": ["C", "C", "O", "C", "C", "O", "S", "O", "O", "C", "C", "N", "H", "H", "H", "H", "H", "H", "H", "H", "H", "H", "H", "H", "H", "Na"],
  "xyz": [[-3.454, -0.769, 0.965], [-2.542, -1.420, -0.267], [-1.176, -0.910, -0.075], [-0.195, -1.987, 0.123], [1.177, -1.508, -0.703], [0.788, -0.366, -1.557], [2.134, 0.557, -2.047], [1.709, 1.153, -3.446], [2.396, 1.929, -1.072], [1.508, 1.968, 0.099], [2.291, 2.924, 1.226], [2.649, 2.400, 2.469], [-3.153, -1.264, 1.993], [-3.134, 0.381, 1.000], [-4.594, -0.866, 0.706], [-2.636, -2.584, -0.334], [-3.007, -0.979, -1.272], [0.071, -2.076, 1.259], [-0.502, -3.029, -0.313], [1.993, -1.184, 0.106], [1.610, -2.427, -1.283], [0.464, 2.491, -0.124], [1.339, 0.941, 0.633], [2.553, 4.028, 0.934], [2.358, 1.397, 2.540], [-0.648, 1.202, -1.560]],
  "homo_ev": -13.71,
  "lumo_ev": -3.944,
  "charge": 1,
  "e_tot_ha": -1152.1975,
  "de_lowest_ev": 5.805
}



(7)
{
  "formula": "C6H13NO",
  "method": "wB97M-V/def2-TZVPD",
  "symbols": ["C", "C", "C", "C", "C", "N", "C", "O", "H", "H", "H", "H", "H", "H", "H", "H", "H", "H", "H", "H", "H"],
  "xyz": [[-2.020, 0.159, -0.030], [-0.565, 0.188, -0.284], [-0.105, 1.653, -0.201], [-0.281, -0.369, -1.760], [-2.663, -1.071, 0.310], [2.425, -1.304, 1.243], [2.215, 0.177, 0.813], [-3.823, -1.229, 0.654], [-2.566, 1.079, -0.198], [-2.073, -2.020, 0.209], [-0.115, -0.571, 0.399], [0.154, 1.819, 0.859], [-0.957, 2.273, -0.453], [0.797, 1.909, -0.747], [0.746, -0.709, -1.912], [-0.900, -1.247, -2.015], [-0.600, 0.469, -2.352], [3.159, -1.017, 1.893], [1.621, -1.326, 1.875], [2.919, 0.397, 0.002], [2.635, 0.740, 1.695]],
  "homo_ev": -7.12,
  "lumo_ev": -3.125,
  "e_tot_ha": -366.1268,
  "de_lowest_ev": 8.356
}



(8)
{
  "formula": "C6H13NO",
  "method": "wB97M-V/def2-TZVPD",
  "symbols": ["C", "C", "C", "C", "C", "N", "C", "O", "H", "H", "H", "H", "H", "H", "H", "H", "H", "H", "H", "H", "H"],
  "xyz": [[0.337, -1.153, -0.132], [0.807, 0.037, 0.465], [1.325, 1.243, -0.272], [-1.842, 0.894, -0.591], [-1.142, 0.254, 0.556], [0.212, -1.328, -1.475], [-1.654, 0.076, 1.768], [2.499, -1.254, 0.025], [2.895, -1.527, 0.862], [0.005, -1.956, 0.508], [1.011, -0.018, 1.522], [0.912, -0.843, -2.021], [0.093, -2.284, -1.770], [2.411, 1.221, -0.220], [1.036, 1.241, -1.323], [0.938, 2.159, 0.179], [-2.898, 1.072, -0.366], [-1.399, 1.860, -0.845], [-1.812, 0.258, -1.480], [-1.094, -0.395, 2.571], [-2.642, 0.444, 2.039]],
  "homo_ev": -7.32,
  "lumo_ev": 0.783,
  "e_tot_ha": -366.2463,
  "de_lowest_ev": 5.105
}